No. 1
Below is a 2-piece molecular cluster, C6H13N overall, with properties calculated with ωB97M-V/def2-TZVPD.

```
20
Properties=species:S:1:pos:R:3:lowdin_charge:R:1
C 2.97221 -0.30635 0.79097 -0.0724
C 0.32580 -0.92541 -1.02140 -0.0637
C 0.55623 0.53390 -1.31550 -0.1700
N -0.72320 0.14822 -0.75619 -0.2339
C -2.04043 0.74933 -0.87339 -0.0091
C -1.38873 0.52546 0.46247 -0.2714
C -1.78927 -0.62939 1.33859 -0.0440
H 2.82903 0.71610 1.15635 0.0122
H 3.62596 -0.28340 -0.08663 0.0226
H 3.43489 -0.91013 1.57493 0.0133
H 0.06992 -1.44463 -1.95188 0.0298
H 2.01396 -0.74783 0.49138 -0.0353
H 0.45840 0.94993 -2.32204 0.1058
H 1.17608 1.14384 -0.65313 0.0878
H -2.86495 0.11076 -1.17738 0.1179
H -2.05041 1.76095 -1.27356 0.1162
H -0.96038 1.39558 0.95796 0.1479
H -2.50333 -0.31390 2.10489 0.0790
H -2.24258 -1.42357 0.73726 0.0861
H -0.89920 -1.04948 1.81629 0.0811
```

Values from the calculation:
* net charge: 0
* HOMO energy: -7.2 eV
* DFT total energy: -290.98429 Ha
* largest force on an atom: 0.4 eV/Å

=====

No. 2
Below is one molecule with the formula C4H5NO at a distorted geometry, with properties calculated with ωB97M-V/def2-TZVPD.

```
11
Properties=species:S:1:pos:R:3:lowdin_charge:R:1
N 1.04468 1.44061 -0.24707 0.1366
C 0.56602 0.68147 0.81778 -0.6023
O 0.53802 0.99014 1.98890 0.0629
C -0.18953 -0.55967 0.48613 -0.1176
C -0.72206 -1.18280 -0.70578 -0.1441
C -1.43170 -1.70309 -1.52893 0.1056
H 1.14666 2.40408 0.05050 0.0976
H 1.95908 1.03771 -0.42824 0.1094
H 0.07553 -1.29980 1.26102 0.1403
H -0.95965 0.31133 0.61851 0.1848
H -2.02706 -2.12000 -2.31282 0.0268
```

Values from the calculation:
* net charge: 0
* HOMO energy (spin up / spin down): -9.7 / -9.7 eV
* DFT total energy: -285.29258 Ha
* structure (SMILES): C#CCC(N)=O
* largest force on an atom: 2.7 eV/Å

=====

Copy entry 2 word for word.
Below is one molecule with the formula C4H5NO at a distorted geometry, with properties calculated with ωB97M-V/def2-TZVPD.

```
11
Properties=species:S:1:pos:R:3:lowdin_charge:R:1
N 1.04468 1.44061 -0.24707 0.1366
C 0.56602 0.68147 0.81778 -0.6023
O 0.53802 0.99014 1.98890 0.0629
C -0.18953 -0.55967 0.48613 -0.1176
C -0.72206 -1.18280 -0.70578 -0.1441
C -1.43170 -1.70309 -1.52893 0.1056
H 1.14666 2.40408 0.05050 0.0976
H 1.95908 1.03771 -0.42824 0.1094
H 0.07553 -1.29980 1.26102 0.1403
H -0.95965 0.31133 0.61851 0.1848
H -2.02706 -2.12000 -2.31282 0.0268
```

Values from the calculation:
* net charge: 0
* HOMO energy (spin up / spin down): -9.7 / -9.7 eV
* DFT total energy: -285.29258 Ha
* structure (SMILES): C#CCC(N)=O
* largest force on an atom: 2.7 eV/Å

=====

Which formula does entry 1 have?
C6H13N

=====

Among the records above, which one has the lowest largest force on an atom?
C6H13N

=====

What is the largest force on an atom in the second record?
2.7 eV/Å